(1)
# C41H62N4O6SSi3W

A structure of composition C41H62N4O6SSi3W in a non-equilibrium geometry (ωB97M-V/def2-TZVPD, OMol25).

As for the calculated total energy: -3603.3842 Eh. As for the multiplicity: 3. As for the total charge: +2. As for the LUMO energy (alpha / beta): -5.7 / -5.7 eV. The value obtained for the HOMO energy (alpha / beta) is -0.4223 / -0.4889 Ha.

Geometry (Å):
W (-0.485, 0.000, -0.327)
C (3.492, -5.310, 2.265)
C (2.818, -4.233, 1.460)
C (2.550, -4.400, 0.111)
C (1.919, -3.410, -0.653)
C (1.839, -3.746, -2.086)
N (0.898, -4.441, -2.624)
C (-0.430, -4.716, -2.083)
C (-1.521, -4.078, -2.982)
C (-2.181, -2.845, -2.362)
N (-3.412, -3.219, -1.671)
C (-4.338, -2.490, -1.121)
C (-4.458, -1.112, -0.778)
C (-5.770, -0.704, -0.443)
C (-6.058, 0.539, 0.078)
C (-7.468, 0.976, 0.364)
C (-4.989, 1.380, 0.361)
C (-3.664, 1.022, 0.087)
C (-2.633, 1.906, 0.545)
N (-1.344, 1.754, 0.447)
C (-0.562, 2.825, 1.076)
C (0.118, 2.426, 2.404)
C (0.058, 0.941, 2.736)
N (0.520, 0.052, 1.660)
C (1.212, -0.952, 2.083)
C (1.736, -2.052, 1.325)
C (2.405, -3.047, 2.043)
C (1.512, -2.211, -0.063)
O (0.936, -1.232, -0.736)
C (-3.407, -0.202, -0.569)
O (-2.163, -0.458, -0.941)
H (3.730, -6.174, 1.649)
H (2.842, -5.636, 3.079)
H (4.416, -4.941, 2.711)
H (2.848, -5.321, -0.380)
H (2.739, -3.638, -2.684)
H (1.050, -4.743, -3.582)
H (-0.477, -4.321, -1.067)
H (-0.551, -5.799, -2.047)
H (-2.276, -4.827, -3.228)
H (-1.067, -3.786, -3.931)
H (-2.436, -2.111, -3.123)
H (-1.483, -2.380, -1.675)
H (-3.582, -4.214, -1.616)
H (-5.211, -3.076, -0.854)
H (-6.581, -1.405, -0.606)
H (-8.176, 0.163, 0.221)
H (-7.748, 1.797, -0.297)
H (-7.560, 1.335, 1.389)
H (-5.176, 2.341, 0.828)
H (-2.992, 2.798, 1.054)
H (-1.207, 3.683, 1.261)
H (0.206, 3.127, 0.372)
H (-0.374, 2.944, 3.228)
H (1.152, 2.769, 2.386)
H (-0.970, 0.669, 2.963)
H (0.653, 0.770, 3.635)
H (1.431, -0.998, 3.149)
H (2.582, -2.882, 3.101)
C (2.815, 1.428, 0.314)
O (1.579, 1.377, -0.396)
Si (1.433, 1.970, -1.992)
C (1.429, 3.856, -1.974)
C (3.093, 1.524, -2.775)
C (-0.173, 1.061, -2.352)
Si (0.180, 0.079, -3.961)
C (1.071, 1.147, -5.266)
C (1.374, -1.374, -3.708)
C (-1.300, -0.657, -4.913)
Si (-1.580, 2.282, -2.895)
C (-3.277, 1.480, -3.253)
C (-1.170, 3.004, -4.601)
C (-1.905, 3.902, -1.940)
H (3.334, 2.364, 0.100)
H (3.452, 0.591, 0.022)
H (2.623, 1.370, 1.382)
H (2.365, 4.245, -1.565)
H (0.608, 4.315, -1.425)
H (1.363, 4.223, -3.002)
H (3.874, 2.144, -2.330)
H (3.114, 1.712, -3.848)
H (3.367, 0.481, -2.610)
H (1.289, 2.158, -4.924)
H (0.465, 1.242, -6.168)
H (2.015, 0.689, -5.571)
H (2.413, -1.044, -3.724)
H (1.254, -2.114, -4.505)
H (1.184, -1.843, -2.746)
H (-2.275, -0.296, -4.592)
H (-1.308, -1.749, -4.889)
H (-1.197, -0.379, -5.963)
H (-3.536, 1.670, -4.296)
H (-4.069, 1.921, -2.647)
H (-3.310, 0.405, -3.100)
H (-1.164, 2.255, -5.394)
H (-0.212, 3.528, -4.622)
H (-1.941, 3.736, -4.856)
H (-1.523, 3.971, -0.928)
H (-2.982, 4.084, -1.899)
H (-1.468, 4.725, -2.508)
C (0.136, -4.535, 6.672)
C (-0.320, -3.902, 5.391)
C (-0.985, -2.677, 5.391)
C (-1.479, -2.138, 4.214)
C (-1.288, -2.816, 3.019)
C (-0.618, -4.030, 2.992)
C (-0.137, -4.563, 4.174)
S (-1.976, -2.149, 1.542)
O (-3.251, -2.777, 1.315)
O (-2.013, -0.681, 1.684)
O (-0.997, -2.402, 0.448)
H (0.138, -3.823, 7.495)
H (1.132, -4.967, 6.575)
H (-0.547, -5.346, 6.933)
H (-1.133, -2.151, 6.326)
H (-2.033, -1.208, 4.212)
H (-0.488, -4.549, 2.050)
H (0.371, -5.520, 4.164)

Atomic partial charges in e from the Löwdin method, atoms 1 to 4: 1.731, -0.022, -0.246, 0.039

(2)
# C41H64N2O8

A cluster of 3 separate species, C41H64N2O8 in total in a non-equilibrium geometry (ωB97M-V/def2-TZVPD, OMol25).

As for the calculated total energy: -2311.7790 Eh. As for the multiplicity: 3. As for the LUMO energy (alpha / beta): -0.8 / -0.8 eV. The value obtained for the HOMO energy (alpha / beta) is -0.3216 / -0.3430 Ha.

Geometry (Å):
C (-2.589, -6.983, 1.783)
C (-1.378, -6.992, 0.735)
O (-1.954, -7.005, -0.581)
C (-1.028, -6.542, -1.526)
O (0.135, -6.824, -1.334)
C (-1.452, -5.687, -2.756)
C (-0.514, -4.414, -2.946)
C (-0.682, -3.558, -1.624)
C (0.038, -2.183, -1.636)
C (-0.559, -0.985, -1.379)
C (-2.068, -0.833, -1.050)
C (-2.701, -0.262, -2.482)
C (-3.366, 1.201, -2.376)
O (-4.158, -0.107, -2.518)
C (0.259, 0.354, -1.425)
O (-0.223, 1.408, -1.780)
C (1.757, 0.248, -1.029)
C (2.417, 1.387, -0.411)
C (3.843, 1.208, -0.065)
C (4.528, -0.063, -0.334)
C (6.037, -0.300, 0.035)
C (6.858, 1.029, 0.306)
C (7.030, 1.169, 1.892)
C (8.264, 2.136, 2.167)
O (7.839, 3.364, 2.790)
C (3.834, -1.211, -0.957)
C (2.430, -1.045, -1.291)
C (1.564, -2.186, -1.931)
O (2.142, -2.974, -2.646)
H (-3.513, -7.401, 1.308)
H (-2.796, -5.957, 2.187)
H (-2.296, -7.627, 2.660)
H (-0.748, -6.092, 0.954)
H (-0.776, -7.906, 0.985)
H (-1.493, -6.322, -3.687)
H (-2.525, -5.378, -2.576)
H (-0.926, -3.887, -3.851)
H (0.520, -4.788, -3.124)
H (-1.775, -3.522, -1.405)
H (-0.217, -4.150, -0.777)
H (-2.612, -1.775, -0.824)
H (-2.239, -0.014, -0.310)
H (-2.133, -0.517, -3.451)
H (-3.467, 1.688, -1.388)
H (-3.053, 1.657, -3.338)
H (1.904, 2.350, -0.200)
H (4.358, 2.079, 0.407)
H (6.041, -1.004, 0.916)
H (6.560, -0.851, -0.794)
H (7.861, 0.905, -0.189)
H (6.389, 1.944, -0.139)
H (7.214, 0.140, 2.295)
H (6.106, 1.639, 2.334)
H (8.955, 1.613, 2.881)
H (8.838, 2.328, 1.223)
H (7.086, 3.668, 2.249)
H (4.338, -2.176, -1.181)
C (-1.788, 4.719, -2.746)
C (-3.034, 5.610, -2.507)
C (-4.230, 5.043, -3.292)
C (-4.137, 5.290, -4.796)
C (-3.897, 6.767, -5.092)
C (-2.700, 7.354, -4.329)
N (-2.727, 7.025, -2.873)
O (-3.642, 7.800, -2.302)
C (-1.382, 6.847, -4.958)
C (-2.658, 8.874, -4.578)
C (-3.317, 5.449, -1.001)
H (-1.762, 3.871, -2.058)
H (-1.757, 4.283, -3.744)
H (-0.863, 5.276, -2.581)
H (-5.160, 5.492, -2.926)
H (-4.319, 3.968, -3.110)
H (-3.345, 4.679, -5.239)
H (-5.068, 4.970, -5.273)
H (-3.754, 6.898, -6.169)
H (-4.808, 7.322, -4.840)
H (-0.519, 7.172, -4.370)
H (-1.258, 7.247, -5.966)
H (-1.336, 5.766, -5.065)
H (-3.587, 9.371, -4.295)
H (-2.506, 9.085, -5.639)
H (-1.837, 9.342, -4.027)
H (-2.488, 5.830, -0.401)
H (-3.461, 4.397, -0.748)
H (-4.230, 5.963, -0.689)
C (-1.419, -1.870, 5.709)
C (-1.114, -3.237, 5.045)
C (-0.318, -4.118, 6.024)
C (1.137, -3.683, 6.181)
C (1.820, -3.563, 4.822)
C (1.051, -2.679, 3.831)
N (-0.399, -3.028, 3.750)
O (-0.505, -4.145, 3.043)
C (1.213, -1.193, 4.223)
C (1.744, -2.766, 2.455)
C (-2.507, -3.866, 4.842)
H (-2.326, -1.914, 6.315)
H (-0.633, -1.535, 6.385)
H (-1.587, -1.093, 4.959)
H (-0.332, -5.158, 5.681)
H (-0.801, -4.115, 7.005)
H (1.200, -2.735, 6.724)
H (1.670, -4.418, 6.792)
H (2.833, -3.174, 4.963)
H (1.941, -4.571, 4.407)
H (0.593, -0.552, 3.591)
H (2.249, -0.871, 4.096)
H (0.969, -0.986, 5.263)
H (1.821, -3.792, 2.090)
H (2.764, -2.381, 2.514)
H (1.210, -2.174, 1.706)
H (-3.114, -3.267, 4.160)
H (-3.038, -3.936, 5.793)
H (-2.453, -4.884, 4.450)

Atomic partial charges in e from the Löwdin method, atoms 1 to 4: -0.066, -0.223, -0.041, -0.441

(3)
# C41H66Cl2N7O5PZr

A structure of composition C41H66Cl2N7O5PZr in a non-equilibrium geometry (ωB97M-V/def2-TZVPD, OMol25).

As for the calculated total energy: -3670.1670 Eh. As for the LUMO energy: 0.5 eV. The value obtained for the HOMO energy is -0.2516 Ha.

Geometry (Å):
Zr (-0.181, -0.664, 0.333)
C (-0.142, 1.433, 3.442)
C (-1.457, 1.909, 2.829)
O (-1.132, 2.737, 1.733)
C (-2.232, 3.001, 0.878)
C (-1.716, 3.330, -0.519)
O (-1.200, 2.149, -1.117)
C (-0.077, 2.324, -1.936)
C (1.183, 2.421, -1.076)
O (1.323, 1.182, -0.390)
C (2.275, 1.253, 0.664)
C (1.664, 1.826, 1.943)
O (0.691, 0.902, 2.418)
H (0.370, 2.247, 3.966)
H (-0.343, 0.625, 4.154)
H (-2.016, 1.028, 2.472)
H (-2.058, 2.451, 3.573)
H (-2.852, 2.107, 0.807)
H (-2.829, 3.836, 1.267)
H (-2.552, 3.710, -1.123)
H (-0.946, 4.108, -0.450)
H (-0.024, 1.422, -2.557)
H (-0.165, 3.210, -2.580)
H (2.078, 2.610, -1.689)
H (1.071, 3.242, -0.358)
H (3.146, 1.842, 0.352)
H (2.540, 0.196, 0.869)
H (2.464, 1.958, 2.691)
H (1.186, 2.795, 1.756)
O (-0.281, -2.549, -0.321)
N (-0.109, -2.527, -1.590)
C (-2.969, -2.037, -2.456)
C (-2.537, -1.340, -3.748)
C (-2.669, 0.180, -3.591)
C (-1.153, -1.667, -4.264)
C (-1.055, -2.081, -5.588)
C (0.170, -2.314, -6.180)
C (1.320, -2.047, -5.465)
C (1.272, -1.626, -4.142)
C (2.592, -1.219, -3.527)
C (2.789, -1.544, -2.049)
C (2.746, 0.287, -3.770)
C (0.025, -1.491, -3.519)
N (-0.075, -1.348, -2.097)
H (-4.028, -1.841, -2.288)
H (-2.426, -1.653, -1.589)
H (-2.815, -3.112, -2.525)
H (-3.239, -1.660, -4.528)
H (-2.234, 0.496, -2.643)
H (-3.719, 0.460, -3.602)
H (-2.168, 0.695, -4.412)
H (-1.962, -2.251, -6.153)
H (0.232, -2.683, -7.192)
H (2.282, -2.196, -5.937)
H (3.381, -1.739, -4.085)
H (2.099, -0.976, -1.416)
H (3.807, -1.286, -1.759)
H (2.635, -2.606, -1.873)
H (1.939, 0.817, -3.269)
H (2.687, 0.508, -4.834)
H (3.701, 0.644, -3.392)
N (1.554, -1.402, 1.340)
P (2.179, -2.342, 2.375)
N (3.841, -2.063, 2.677)
C (4.697, -3.028, 3.333)
C (6.147, -2.771, 2.936)
C (6.627, -1.437, 3.520)
C (5.438, -0.488, 3.710)
C (4.376, -0.716, 2.636)
N (1.522, -2.421, 4.004)
C (1.923, -1.434, 4.981)
C (1.292, -1.763, 6.337)
C (-0.230, -1.788, 6.238)
C (-0.626, -2.793, 5.165)
C (0.086, -2.448, 3.864)
N (2.138, -4.004, 2.071)
C (2.262, -4.418, 0.700)
C (3.506, -5.296, 0.500)
C (3.661, -6.299, 1.657)
C (2.363, -6.419, 2.449)
C (1.930, -5.070, 3.031)
H (4.383, -4.018, 3.015)
H (4.613, -2.983, 4.430)
H (6.199, -2.749, 1.847)
H (6.779, -3.587, 3.284)
H (7.371, -0.991, 2.858)
H (7.113, -1.602, 4.484)
H (5.771, 0.549, 3.671)
H (4.990, -0.650, 4.691)
H (4.828, -0.512, 1.652)
H (3.554, -0.011, 2.779)
H (1.628, -0.414, 4.677)
H (3.010, -1.451, 5.077)
H (1.614, -1.027, 7.076)
H (1.640, -2.747, 6.654)
H (-0.601, -0.797, 5.964)
H (-0.676, -2.053, 7.199)
H (-1.702, -2.783, 4.987)
H (-0.335, -3.796, 5.480)
H (-0.276, -1.465, 3.491)
H (-0.133, -3.198, 3.102)
H (2.337, -3.502, 0.107)
H (1.366, -4.961, 0.371)
H (4.392, -4.661, 0.446)
H (3.413, -5.824, -0.451)
H (4.456, -5.979, 2.334)
H (3.942, -7.280, 1.269)
H (2.490, -7.133, 3.266)
H (1.584, -6.803, 1.788)
H (2.495, -4.843, 3.938)
H (0.871, -5.148, 3.319)
Cl (-4.419, 1.511, -1.036)
C (-4.475, 0.199, 0.109)
C (-5.720, -0.212, 0.520)
C (-5.871, -1.309, 1.358)
C (-4.741, -2.015, 1.750)
C (-3.507, -1.577, 1.352)
Cl (-2.046, -2.426, 1.769)
C (-3.247, -0.419, 0.534)
N (-2.032, -0.035, 0.262)
H (-6.587, 0.327, 0.167)
H (-6.852, -1.629, 1.667)
H (-4.824, -2.909, 2.348)

Atomic partial charges in e from the Löwdin method, atoms 1 to 4: 1.671, -0.162, -0.176, -0.149

(4)
# C41H67BBr2GeN5OP3Pb

A structure of composition C41H67BBr2GeN5OP3Pb (ωB97M-V/def2-TZVPD, OMol25).

As for the calculated total energy: -10418.0037 Eh. As for the multiplicity: 2. As for the total charge: +1. As for the LUMO energy (alpha / beta): -2.8 / -2.9 eV. The value obtained for the HOMO energy (alpha / beta) is -0.3565 / -0.3579 Ha.

Geometry (Å):
Pb (-0.458, 0.624, -1.694)
C (-4.939, 1.578, 0.302)
C (-3.967, 2.256, 1.270)
C (-3.906, 1.467, 2.580)
P (-2.304, 2.457, 0.460)
C (-1.193, 2.830, 1.885)
N (-0.572, 1.626, 2.404)
Ge (0.176, 0.307, 1.260)
N (-1.406, -1.256, 1.766)
C (-2.458, -1.308, 1.073)
P (-1.802, -3.303, -1.789)
C (-1.906, -4.754, -0.633)
C (-3.291, -4.833, 0.015)
C (-0.801, -4.687, 0.423)
C (-1.818, -4.168, -3.419)
C (-0.483, -4.881, -3.667)
C (-2.143, -3.195, -4.551)
C (-1.206, -1.943, 2.984)
C (-2.056, -2.928, 3.477)
C (-1.807, -3.503, 4.707)
C (-0.710, -3.084, 5.453)
C (0.148, -2.122, 4.951)
C (-0.076, -1.572, 3.697)
N (0.828, -0.571, 3.115)
C (0.902, 0.633, 3.993)
C (1.728, 0.666, 5.098)
C (1.748, 1.789, 5.911)
C (0.948, 2.871, 5.577)
C (0.158, 2.856, 4.435)
C (0.125, 1.728, 3.605)
C (2.191, -1.042, 2.804)
C (2.791, -2.173, 3.313)
C (4.141, -2.401, 3.065)
C (4.861, -1.470, 2.332)
C (4.242, -0.355, 1.781)
C (2.872, -0.141, 1.965)
N (2.085, 0.852, 1.427)
C (2.619, 1.789, 0.474)
P (2.180, 1.498, -1.319)
C (2.470, 3.146, -2.088)
C (3.829, 3.794, -1.790)
C (1.339, 4.096, -1.664)
C (3.318, 0.233, -2.013)
C (4.800, 0.607, -2.039)
C (3.125, -1.109, -1.286)
C (-2.384, 4.141, -0.311)
C (-3.387, 4.170, -1.468)
C (-2.628, 5.304, 0.651)
H (-5.933, 1.508, 0.750)
H (-4.604, 0.561, 0.076)
H (-5.038, 2.110, -0.644)
H (-4.330, 3.261, 1.499)
H (-3.596, 0.434, 2.404)
H (-4.901, 1.437, 3.029)
H (-3.222, 1.893, 3.314)
H (-1.791, 3.323, 2.654)
H (-0.444, 3.565, 1.552)
H (-2.501, -0.726, 0.153)
H (-3.336, -1.889, 1.349)
H (-1.763, -5.656, -1.232)
H (-3.494, -3.945, 0.623)
H (-3.358, -5.707, 0.669)
H (-4.086, -4.908, -0.729)
H (-0.859, -3.757, 0.996)
H (0.191, -4.731, -0.031)
H (-0.887, -5.519, 1.128)
H (-2.615, -4.918, -3.352)
H (0.331, -4.160, -3.766)
H (-0.533, -5.451, -4.598)
H (-0.228, -5.576, -2.865)
H (-1.370, -2.428, -4.637)
H (-2.190, -3.725, -5.506)
H (-3.101, -2.696, -4.394)
H (-2.911, -3.248, 2.895)
H (-2.466, -4.272, 5.087)
H (-0.518, -3.509, 6.429)
H (0.988, -1.797, 5.547)
H (2.388, -0.167, 5.307)
H (2.395, 1.820, 6.777)
H (0.952, 3.757, 6.200)
H (-0.410, 3.739, 4.183)
H (2.230, -2.880, 3.908)
H (4.618, -3.286, 3.460)
H (5.920, -1.619, 2.164)
H (4.832, 0.335, 1.193)
H (3.705, 1.860, 0.526)
H (2.237, 2.792, 0.685)
H (2.388, 2.957, -3.163)
H (4.040, 3.817, -0.720)
H (3.808, 4.830, -2.135)
H (4.654, 3.299, -2.291)
H (1.468, 4.417, -0.627)
H (0.344, 3.652, -1.764)
H (1.360, 4.995, -2.282)
H (2.966, 0.123, -3.042)
H (5.158, 0.975, -1.074)
H (5.025, 1.351, -2.800)
H (5.377, -0.287, -2.281)
H (3.618, -1.102, -0.314)
H (3.578, -1.898, -1.889)
H (2.082, -1.379, -1.140)
H (-1.383, 4.262, -0.741)
H (-4.408, 4.282, -1.095)
H (-3.343, 3.265, -2.078)
H (-3.183, 5.021, -2.120)
H (-3.583, 5.207, 1.171)
H (-2.664, 6.241, 0.090)
H (-1.841, 5.404, 1.399)
Br (-1.567, 0.338, -6.045)
C (0.266, 0.332, -6.657)
Br (1.391, 1.638, -5.783)
H (0.255, 0.574, -7.710)
H (0.688, -0.644, -6.452)
O (-1.029, 2.701, -3.566)
H (-1.699, 2.421, -4.204)
H (-0.265, 2.900, -4.126)
B (2.008, -2.269, -5.015)
C (1.127, -1.530, -3.943)
N (0.503, -0.949, -3.163)
H (2.588, -3.174, -4.452)
H (2.779, -1.423, -5.431)
H (1.268, -2.686, -5.881)

Atomic partial charges in e from the Löwdin method, atoms 1 to 4: 0.921, -0.115, -0.540, -0.100